Density functional theory data (wB97M-V/def2-TZVPD) for C26H59N8O11S2 as an isolated structure.

Geometry as XYZ:
```
106
Properties=species:S:1:pos:R:3:mulliken_charge:R:1
C -5.24024 4.49059 2.81765 0.080
O -3.45742 1.75373 -4.72267 -0.580
H -4.01309 3.93787 -3.15690 0.304
H 3.49304 -8.48409 -1.94749 0.341
H -0.35816 -0.23463 -4.65072 0.448
S 0.28651 -2.24614 -3.46919 1.186
H 2.10667 1.50808 1.46072 -0.012
H 1.28035 -1.25608 3.36273 0.527
H 3.34717 -7.61482 1.67932 0.292
H 6.37189 0.87732 -1.09322 0.290
C 1.47218 -1.19478 2.27600 -0.265
C 1.30123 1.86366 2.12465 -0.255
C -3.32990 3.04209 2.41809 -0.868
N -3.97482 4.15001 3.11489 0.215
H 7.11450 2.48419 -1.24352 0.376
H 2.43197 -3.15644 2.10380 0.307
C 1.57598 -2.61580 1.67273 -0.940
H 0.60078 -0.28640 0.68072 0.154
H 1.99129 -8.49773 0.97404 0.280
N -2.86604 -5.37344 -1.49011 0.189
C -2.16304 -1.39474 -4.21617 -0.314
H -3.75902 2.53056 -2.12165 0.265
N 2.99848 -7.22343 -0.34896 0.146
H 1.69761 2.03906 3.13229 0.340
H 2.25711 5.41041 2.31991 0.004
O 1.54405 -5.81151 0.67010 -0.598
C -0.05253 7.10491 4.08991 -0.861
C 6.17176 1.94577 -1.10748 -0.960
H 0.08131 7.86179 4.85928 0.389
H 2.43318 -0.66513 2.14757 0.080
H 5.50907 2.15853 -1.94434 0.352
C 3.00079 -8.13099 0.78273 -0.958
H -3.78833 5.65908 4.55393 0.329
N -5.29823 2.32415 -3.52881 0.139
H -0.88161 -0.21560 -2.93786 0.234
H -0.59579 6.25382 4.49881 0.239
H -2.39261 -2.29005 -3.62811 -0.092
H -2.07657 -6.34574 0.19170 0.401
C 3.80304 -7.53100 -1.51252 -0.935
H -7.15119 1.55547 -4.09493 0.294
H -2.31752 2.92488 2.78613 0.344
C 5.18933 3.74085 0.32635 -0.928
O 4.78671 1.80546 2.20088 -0.634
H 0.87377 2.78438 1.70284 0.145
C 2.23719 -6.10886 -0.28126 0.320
H 5.70860 4.15294 1.19393 0.304
H 3.07062 -0.99222 0.19184 -0.220
C 1.24385 5.70739 2.63745 0.457
H -4.00920 -6.25655 -3.00583 0.299
C -1.73827 -5.89326 -0.74477 -0.635
C -3.91977 -6.27034 -1.91812 -1.031
H 2.30005 -5.48409 -1.18805 0.052
C 0.16400 0.83664 2.23128 0.064
S 2.13807 -0.76699 -1.93780 1.169
O 1.00322 0.03821 -1.45621 -0.716
O -0.91364 1.12859 2.76982 -0.626
H 3.65803 -8.97162 0.57119 0.386
H 0.67007 -3.16634 1.98693 0.338
C -3.20102 4.85255 4.11502 -1.001
H 3.31845 6.76186 3.66946 0.294
C 1.56621 -2.62157 0.11086 1.034
H 2.48462 8.29523 3.97990 0.336
H -6.93736 1.77414 -2.34901 0.340
C 5.28951 1.48508 1.13830 0.078
H -5.32245 1.08220 -5.16351 0.278
H 3.53194 -2.33408 -0.86997 0.478
H 5.45931 4.30556 -0.56265 0.409
H 5.58334 0.44850 0.90863 0.346
O 0.32627 -3.06479 -4.69766 -0.784
O -3.86232 -3.56864 -2.45341 -0.715
H -4.87748 -5.95708 -1.49792 0.291
O 0.24069 5.22120 2.16006 -0.588
C -0.76091 -0.84341 -3.83374 -0.454
N 1.23809 6.65505 3.60121 0.114
H -3.69203 -7.28151 -1.58637 0.406
C 2.45376 7.21622 4.14911 -0.936
H -2.10450 -3.46849 -1.44762 0.352
H 3.68244 -6.75032 -2.26079 0.323
O -5.93859 3.94735 1.98206 -0.596
C -4.65314 1.69216 -4.53294 0.130
C -4.51895 3.13941 -2.61197 -0.961
N 0.34413 -0.47337 1.65618 -0.027
H -5.60516 5.34466 3.41720 0.231
H -7.20290 3.18476 -3.39550 0.333
H -3.30660 3.23980 1.34611 0.253
H -2.23153 -1.58626 -5.29214 0.277
H -2.89272 -0.62891 -3.91295 -0.047
C 2.67603 -1.73469 -0.51387 -0.133
H 4.85886 -7.59530 -1.23828 0.330
H 4.11546 3.82833 0.49868 0.214
H 1.72175 -3.64968 -0.22239 -1.286
O -0.34105 -2.92848 -2.33093 -0.669
H -1.21158 -6.64949 -1.33220 0.335
H 0.57146 -2.27416 -0.18724 0.369
N 1.82529 -1.75801 -3.18519 -0.694
C -2.95502 -4.06249 -1.80760 0.189
C -6.72602 2.20343 -3.33046 -0.930
H -3.88360 2.11859 2.58346 0.303
H -1.04321 -5.08731 -0.51707 -0.021
H -2.30369 5.26868 3.65497 0.348
O 3.32184 0.03916 -2.29509 -0.716
H -2.90240 4.15960 4.90536 0.316
N 5.55198 2.34927 0.13977 0.161
H -5.17734 3.56903 -1.86042 0.407
H -0.63594 7.51838 3.26571 0.298
H 2.50964 7.02624 5.22335 0.337
```

Output
- E_LUMO (eV) = 1.968
- net charge = -1
- HOMO level (eV) = -5.96
- total energy (a.u.) = -3088.20702
- spin multiplicity = 1

Density functional theory data (wB97M-V/def2-TZVPD) for C51H71GeN4P3RhSi as an isolated structure.

Geometry as XYZ:
```
132
Properties=species:S:1:pos:R:3:lowdin_spin:R:1
H -4.76720 -1.98910 0.86740 0.000
C 1.81740 1.88280 -3.61900 0.001
C -1.94820 -2.37210 -5.57800 0.000
C -1.13760 -0.03320 5.25250 0.008
H -1.23960 2.88460 -2.30620 0.000
H -0.26460 -3.66440 2.74560 0.000
H -3.17160 -1.08230 2.04840 0.000
H -3.72960 -2.03000 4.32590 0.000
H 3.49030 -0.29760 -6.30450 0.000
H -0.89490 4.58580 -2.04540 0.000
H 2.86690 -2.38610 2.10530 0.000
C -1.95230 2.41520 2.29810 0.039
C -1.86770 -4.86390 0.93180 0.000
H -5.13860 -2.69930 -0.69120 0.000
H -2.76470 -3.94800 -1.64690 0.000
H -1.55300 4.30010 0.38130 0.000
H 2.30760 -2.01200 8.18390 0.000
C 3.34200 1.65900 -5.45880 0.001
C -3.63290 -0.88260 6.10650 0.000
H 1.95860 1.57250 6.49100 -0.003
H 3.86380 -2.67930 -2.52300 0.000
H -5.01200 1.10270 -1.31450 0.000
H 2.16900 4.01730 6.70050 0.009
C -1.16950 -0.83710 -3.88910 0.004
H -1.30550 -5.78300 1.08830 0.000
C 2.08170 -1.14200 4.41380 0.001
C 1.15890 -0.60570 5.34250 0.002
C 1.46730 0.53850 -3.71500 0.003
H 0.62670 3.44930 1.05560 0.000
C 4.61480 -2.67380 0.01680 0.000
C -3.11460 -1.63920 -5.73250 0.001
H -3.31260 0.70330 -1.58450 0.000
C -0.22460 3.92310 4.31360 0.112
H -2.47420 0.81690 -3.52950 0.000
C -3.31150 -0.50410 -4.96630 0.000
C 3.40680 -1.83950 -2.00240 0.001
H 0.81970 -2.83190 1.62660 0.000
H 4.02040 -2.84500 6.61590 0.000
C -0.98640 -1.98050 -4.66040 0.001
H 5.24060 0.20390 -0.74420 0.000
Rh -0.15000 -0.14030 -0.00050 0.006
H -3.32040 0.40580 7.79330 0.000
C -3.99570 1.48820 -1.26850 0.000
H -2.52620 3.98420 -1.80960 0.000
C -2.91430 0.03290 6.86680 0.000
H -2.46210 -4.69320 1.82720 0.000
H 1.98220 1.75570 1.61850 -0.001
C -3.66630 1.94080 0.15000 0.000
H -4.05030 1.17650 0.84160 0.000
C 1.23100 -0.93610 6.68220 0.000
N 0.18630 0.29950 4.80830 0.025
C -0.87380 -3.73740 0.66440 -0.001
H 1.34630 2.50470 -2.87090 0.000
H 1.85020 -1.28690 -4.78230 0.000
H 4.03740 -0.97010 -2.16830 0.000
H 0.81030 -4.60190 1.70730 0.000
H 3.80240 -0.90340 2.38350 0.000
H -0.09770 -2.58480 -4.54720 0.000
H -0.68120 1.11430 -2.10730 0.003
H -4.59010 -1.23810 6.45620 0.000
P 2.39960 -0.76130 0.39100 0.004
H -3.92060 2.30990 -1.97390 0.000
C 3.40820 0.82510 0.26090 0.001
H -4.24170 3.57540 1.49810 0.000
C 3.14160 -1.92590 4.91290 0.001
C -4.38340 -2.64430 0.08990 0.000
H 5.31960 0.10160 1.02440 0.000
Si 0.07720 -0.15740 -2.59240 0.022
H -2.93290 2.02440 2.60680 0.020
H -1.09560 1.15580 7.02110 0.000
H -5.43090 3.14050 0.28360 0.000
C 1.37080 2.21920 5.85610 -0.013
C -2.30160 -1.73500 2.21650 0.001
C -4.36380 3.26300 0.46460 0.000
C -1.66440 0.44960 6.43510 0.001
C -1.47600 3.74220 -1.68020 0.001
H -1.79660 -3.26210 -6.16860 0.000
C 2.25080 -1.75580 7.13940 0.002
C 0.47440 1.68710 4.95500 0.130
H -3.42540 -2.64030 -2.61100 0.000
N 1.84960 -0.88280 3.11410 -0.002
C 2.80440 -1.28980 2.13270 0.002
C -1.90070 -0.87670 4.41710 0.001
C 2.74330 2.43850 -4.48370 0.000
H 5.37740 1.66050 0.21870 0.000
C 0.65820 4.43700 5.23490 0.007
C 3.27730 -2.15960 -0.51780 0.000
H 3.53600 1.38200 2.36060 0.000
C 0.19010 -3.70990 1.75690 0.000
H 4.58240 -2.94450 1.06800 0.000
P -1.57010 -2.00780 0.53410 0.000
H -4.21500 0.07680 -5.06000 0.000
H 4.04390 2.10050 -6.15060 0.000
H -1.98500 3.50990 2.33770 0.002
H -0.38970 -3.91570 -0.30530 0.000
H 3.40130 2.74110 1.25280 0.000
H 2.42790 -1.65140 -2.43590 0.001
Ge 0.06470 0.02710 2.54450 0.001
N -0.98610 1.86570 3.16560 0.350
H -4.26310 -3.64100 0.49910 0.000
H -3.85880 -1.93860 -6.45490 0.000
H -3.26970 -1.06590 -0.81790 0.000
H -4.01500 4.06400 -0.18020 0.000
C 3.05820 1.72740 1.44570 -0.001
H 0.79420 2.50870 -0.43670 0.000
H -1.73000 -2.59730 -2.13370 0.000
H 0.86250 4.27820 -0.47450 0.000
C 3.02400 0.31350 -5.54700 0.000
P -1.81980 1.89050 0.48170 0.009
C -2.33710 -0.10220 -4.07360 0.001
H 2.98780 3.48750 -4.41050 0.000
C 4.92460 0.66970 0.18420 0.000
C 2.09030 -0.23880 -4.68790 0.001
H -2.53680 -5.03840 0.09570 0.000
H 0.72290 5.50520 5.37180 -0.003
H 5.41630 -1.96090 -0.14050 0.000
N -1.41790 -1.12250 3.17170 0.002
H -0.84880 4.59030 3.74210 0.005
C -3.14370 -1.32870 4.89860 0.000
C 1.47680 3.59860 5.98840 0.175
H 2.54530 -2.97520 -0.41570 0.000
C -0.30170 2.52970 4.10100 0.060
C 0.37960 3.42710 -0.00440 0.000
H 4.87080 -3.57360 -0.54240 0.000
H 3.06380 1.30600 -0.66600 0.000
H 3.89300 -2.30940 4.24380 0.000
C -2.73150 -2.87530 -1.80690 0.000
H 0.50920 -0.53900 7.37910 0.000
C -3.09860 -2.11170 -0.53670 0.000
C -1.13070 3.48530 -0.21780 0.003
C 3.21220 -2.22980 6.25210 0.001
H -2.66970 -2.70290 2.57770 0.000
```

Output
- E_LUMO (spin up / spin down) (eV) = -6.827 / -7.318
- net charge = +2
- HOMO level (spin up / spin down) (eV) = -11.91 / -11.91
- ΔE to the lowest compared entry with this formula, charge and spin (kJ/mol) = 254.1
- total energy (a.u.) = -5705.54340
- spin multiplicity = 2

Density functional theory data (wB97M-V/def2-TZVPD) for C43H47EuFN5PSSe2 as an isolated structure.

Geometry as XYZ:
```
101
Properties=species:S:1:pos:R:3:lowdin_spin:R:1
C 3.03903 -2.14492 5.66547 0.000
N -2.21569 -2.70330 -3.26895 0.000
Se 1.71224 -2.88816 -0.09032 -0.005
H -0.33545 -3.45078 3.12424 0.000
C -1.27236 -0.06867 3.45268 0.000
C -0.38730 1.95678 4.51031 0.000
C 6.96422 -0.60243 -0.05377 0.000
H 0.54440 3.80633 1.44539 0.000
H -2.59459 3.60277 -0.65602 0.000
H 1.51689 2.80692 -4.73627 0.000
C 6.18766 -1.50657 -0.74856 0.000
C -3.99737 -0.12863 -0.35440 0.000
C 3.35319 -3.14510 4.74814 0.000
H 3.79798 -0.77458 -5.84179 0.000
C 3.12748 -2.93999 3.35055 0.000
H 0.05461 -2.04440 2.19361 0.000
H -4.52461 -3.85702 -1.49325 0.000
C -0.26185 -2.01063 -4.07561 0.000
H 0.62985 3.35706 -6.11422 0.000
C -2.75343 -2.02323 4.02748 0.000
H -0.41763 0.01934 5.37222 0.000
H -6.48613 0.13663 2.45713 0.000
N -2.08931 0.01853 1.11348 -0.011
C 3.45536 -0.15512 -3.80889 0.000
C -0.69546 2.97165 -4.37590 0.001
H 2.75529 0.22995 -1.80309 0.000
C -3.46466 -0.05763 0.90487 0.000
H 4.43486 0.30183 -3.73148 0.000
C 3.09716 -0.76496 -4.98897 0.000
C -5.81998 0.03850 1.61364 0.000
H 0.35678 2.79524 0.06755 0.000
H 2.46773 -0.08371 5.85787 0.000
H -0.35190 4.29574 -0.03814 0.000
H -5.55463 -0.22203 -1.67779 0.000
H -4.42491 -3.58215 -3.11000 0.000
N -3.92154 -3.81159 -2.23829 0.000
C 0.54870 2.64821 -5.26570 0.000
C -2.71546 -3.17240 -2.09044 -0.001
F -3.06760 -0.20343 -1.39690 -0.003
C -1.32778 -1.58845 3.70690 0.000
H -0.61763 -2.44977 -4.98164 0.000
C 2.57693 -0.23753 -2.77372 0.000
H 1.69067 -1.90190 -6.01558 0.000
C 2.46367 -0.75578 3.78850 0.000
C -1.56758 3.02085 1.17552 0.000
H -0.44105 3.77203 3.46243 0.000
N 1.35579 -0.71141 -2.91065 -0.005
C 6.38941 0.06246 1.05030 0.000
C -0.85493 1.13581 -2.50062 -0.026
C 1.92759 -1.40937 -5.08989 0.000
C 4.40878 -1.18512 0.80421 0.000
C -0.75990 -2.54506 2.72900 0.000
H -3.36985 -2.22067 3.16883 0.000
H 3.36006 -3.73316 2.69509 0.000
C -2.67867 2.78072 0.09497 0.000
H -0.50584 5.15967 -4.79069 0.000
H 7.99060 -0.38799 -0.38728 0.000
N -1.00973 -2.12465 -3.01157 -0.006
H 3.68883 -4.13375 5.07096 0.000
C -1.67448 0.67874 2.32863 0.000
H -2.77995 -3.09631 4.40307 0.000
H 4.44331 -2.57411 -0.87846 0.000
H 6.62917 -2.01826 -1.61458 0.000
C 5.09890 -0.23943 1.46506 0.000
H -2.02802 1.93281 -5.76405 0.000
C 2.67641 -1.75376 2.88794 0.000
P 2.60039 -1.39367 1.11980 -0.001
H 0.36191 4.49097 -3.34126 0.000
C 4.88870 -1.78405 -0.37146 0.000
H -1.99278 3.95529 1.61766 0.000
H 0.61708 1.60929 -5.61182 0.000
H 0.00584 2.33685 5.42582 0.000
C -0.75575 2.05772 -3.30168 -0.001
H -2.84560 3.04116 -4.62056 0.000
H -3.70303 2.64675 0.53593 0.000
H 3.09918 -2.36081 6.73200 0.000
C -4.44872 0.01537 1.90671 0.000
C -6.24764 -0.11757 0.34856 0.000
Se 1.57623 0.49614 0.80468 -0.009
H -0.84341 -1.68900 4.70915 0.000
C -5.29964 -0.23780 -0.67416 0.000
H -2.10021 3.64614 -5.98085 0.000
S -1.92003 -3.27335 -0.57421 -0.008
H 7.03525 0.88377 1.46727 0.000
C 1.05222 -1.40150 -4.03979 0.000
H 4.74655 0.29787 2.33545 0.000
H -7.34296 -0.30068 0.13513 0.000
H -1.34283 4.65823 -3.26849 0.000
H 1.91497 0.10685 3.46883 0.000
C -0.19223 3.45191 0.61145 0.000
C -1.99118 2.87435 -5.20032 0.000
H -4.09409 -0.01705 2.89563 0.000
C -1.39597 2.08047 2.32342 -0.001
C -0.52665 4.44114 -3.91067 0.000
C -0.68677 0.55646 4.49788 0.000
Eu -0.58458 -0.66374 -0.87478 6.076
H -2.33676 1.88601 -0.46441 0.000
C -0.75398 2.73398 3.40234 0.000
H -3.33589 -1.34864 4.65689 0.000
C 2.61301 -0.90137 5.15835 0.000
H -1.54694 -2.89813 2.02287 0.000
```

Output
- E_LUMO (spin up / spin down) (eV) = 2.117 / 2.270
- net charge = -1
- HOMO level (spin up / spin down) (eV) = -4.45 / -4.47
- ΔE to the lowest compared entry with this formula, charge and spin (kJ/mol) = 12.7
- total energy (a.u.) = -8293.17018
- spin multiplicity = 7

Max |F|
In order: 2.7, 2.9, 3.8
Unit: eV Å⁻¹